(1)
3 unconnected molecules or ions with the total composition C2H9NO4 in a non-equilibrium geometry, computed with wB97M-V/def2-TZVPD.

Values from the calculation:
HOMO ... -10.1 eV
Energy relative to the best compared isomer or geometry (same formula, charge and spin) ... 55.5 kJ/mol
Strongest force on any atom ... 1.76 eV/A
Calculated total energy ... -11900.254 eV
LUMO energy ... 0.50 eV
Kohn-Sham gap ... 10.620 eV
M ... 111.097 g/mol
SMILES ... CNC(=O)O.O.O

Structure (XYZ):
```
16
Properties=species:S:1:pos:R:3:forces:R:3
C -0.2216 -1.6368 -1.6032 -1.608 -0.475 0.525
N -0.3845 -0.2837 -1.0287 1.137 -1.017 -0.479
C -0.1065 -0.0997 0.3355 0.214 -0.760 -1.341
O 0.0165 -1.2501 1.0608 -0.427 0.524 0.280
O 0.0591 0.9744 0.8234 0.130 0.467 0.471
H -1.1931 -2.1334 -1.4712 0.247 -0.360 0.240
H -0.1030 -1.7344 -2.6786 0.312 0.965 -0.112
H 0.5580 -2.2329 -1.1458 0.301 -0.044 0.135
H 0.1232 0.3604 -1.6289 -0.442 0.691 0.433
H -0.4018 -1.9902 0.6095 0.068 -0.053 -0.076
H -0.4998 2.1858 -3.0750 -1.075 0.105 -0.452
H 0.6101 2.6138 -2.1973 0.349 0.222 0.376
O 0.3678 1.9240 -2.8128 0.807 -0.267 0.043
H 0.1227 0.4428 4.6569 -0.286 -0.508 -0.240
H 0.8816 1.6909 4.8818 -0.089 0.192 0.208
O 0.1713 1.1691 5.2737 0.360 0.319 -0.012
```
Forces are in eV/Å.

=====

(2)
3 unconnected molecules or ions with the total composition C2H9NO4 in a non-equilibrium geometry, computed with wB97M-V/def2-TZVPD.

Values from the calculation:
HOMO ... -9.8 eV
Energy relative to the best compared isomer or geometry (same formula, charge and spin) ... 67.5 kJ/mol
Strongest force on any atom ... 1.51 eV/A
Calculated total energy ... -11900.130 eV
LUMO energy ... 0.41 eV
Kohn-Sham gap ... 10.182 eV
M ... 111.097 g/mol
SMILES ... CNC(=O)O.O.O

Structure (XYZ):
```
16
Properties=species:S:1:pos:R:3:forces:R:3
C -2.0382 0.1764 -0.3496 0.076 0.761 -1.302
N -0.8818 -0.3340 -1.0476 0.104 -0.027 0.227
C 0.2474 -0.7829 -0.4542 0.855 -0.589 -0.074
O 0.4550 -0.2732 0.7893 -0.854 0.507 0.489
O 0.9990 -1.5848 -0.9592 0.096 0.434 -0.118
H -2.3404 1.1438 -0.7433 -0.025 0.143 -0.231
H -2.8914 -0.4697 -0.4176 -0.356 -0.585 0.060
H -1.7681 0.3548 0.6471 0.275 0.006 1.441
H -0.9353 -0.6637 -1.9892 -0.416 -0.222 -0.282
H 1.3057 0.1570 0.9135 0.200 -0.475 -0.174
H 3.0923 0.3985 -1.9083 -0.013 -0.232 0.031
H 2.8123 1.2689 -3.1094 -0.022 0.235 -0.176
O 2.9599 0.3566 -2.8598 0.025 -0.005 0.084
H -0.4363 0.8489 4.0987 -0.516 -0.194 -0.101
H -0.5913 -0.6364 3.5368 -0.333 0.369 0.016
O 0.0112 0.0398 3.8527 0.905 -0.127 0.111
```
Forces are in eV/Å.

=====

(3)
2 unconnected molecules or ions with the total composition C2H9NOS in a non-equilibrium geometry, computed with wB97M-V/def2-TZVPD.

Values from the calculation:
HOMO ... -8.9 eV
Energy relative to the best compared isomer or geometry (same formula, charge and spin) ... 26.7 kJ/mol
Strongest force on any atom ... 2.02 eV/A
Calculated total energy ... -16592.389 eV
LUMO energy ... 0.58 eV
Kohn-Sham gap ... 9.476 eV
M ... 95.167 g/mol
SMILES ... NCCS.O

Structure (XYZ):
```
14
Properties=species:S:1:pos:R:3:forces:R:3
C -0.2759 -0.1561 -0.8354 0.146 -0.128 1.679
C -1.0332 1.1700 -0.7543 0.629 -0.046 -1.918
S -0.3195 2.3698 -1.9953 -0.330 -0.275 0.513
N -0.4506 -0.8516 0.4652 0.010 -0.255 -0.312
H -0.6667 -0.7851 -1.6317 0.079 0.098 -0.149
H 0.7887 0.0344 -0.9761 -0.016 0.076 -0.522
H -2.0455 1.0206 -1.1048 -0.359 0.074 0.529
H -0.9901 1.6207 0.2189 -0.004 0.135 0.372
H -0.8173 1.6842 -3.0301 0.092 0.106 -0.163
H -0.3495 -1.8577 0.3752 -0.151 0.078 -0.190
H 0.3107 -0.6096 1.0896 -0.323 0.143 0.035
H 2.2951 -0.7097 2.2163 0.000 -0.175 0.221
H 1.9665 -1.6863 3.3631 0.071 0.036 0.021
O 1.5873 -1.2436 2.5993 0.157 0.132 -0.114
```
Forces are in eV/Å.

=====

(4)
2 unconnected molecules or ions with the total composition C2H9NOS in a non-equilibrium geometry, computed with wB97M-V/def2-TZVPD.

Values from the calculation:
HOMO (alpha / beta) ... -11.0 / -11.0 eV
Energy relative to the best compared isomer or geometry (same formula, charge and spin) ... 125.2 kJ/mol
Strongest force on any atom ... 1.57 eV/A
Calculated total energy ... -16582.371 eV
Multiplicity ... 2
LUMO energy (alpha / beta) ... -4.61 / -9.63 eV
Kohn-Sham gap (alpha / beta) ... 6.383 / 1.367 eV
M ... 95.167 g/mol
Charge ... +1

Structure (XYZ):
```
14
Properties=species:S:1:pos:R:3:forces:R:3
C -3.9577 2.5377 -1.2176 0.593 0.369 0.702
S -4.1342 2.5407 0.6486 0.084 0.100 -1.569
H -4.4293 3.4544 -1.6936 0.311 -1.281 0.696
H -2.8787 2.4756 -1.4053 -0.183 0.512 0.202
H -4.3093 1.5538 -1.5396 -0.707 0.252 -0.083
H -5.4824 2.4755 0.6717 -0.078 0.033 0.063
N 3.9359 -2.3638 0.8367 0.296 -0.252 0.440
C 2.9848 -1.2925 0.5199 0.541 -0.768 -0.167
O 1.6911 -1.8072 0.8640 0.224 1.053 -0.429
H 3.7673 -3.2594 0.3849 -0.514 0.403 -0.154
H 4.9250 -2.2230 0.6923 -0.032 0.768 0.016
H 3.1621 -0.3852 1.1514 -0.088 -0.944 -0.343
H 3.0977 -0.9661 -0.5533 -0.696 -0.316 0.712
H 1.6275 -2.7404 0.6399 0.249 0.072 -0.086
```
Forces are in eV/Å.

=====

(5)
2 unconnected molecules or ions with the total composition C2H9NOS2, computed with wB97M-V/def2-TZVPD.

Values from the calculation:
HOMO ... -9.2 eV
Energy relative to the best compared isomer or geometry (same formula, charge and spin) ... 62.3 kJ/mol
Strongest force on any atom ... 0.30 eV/A
Calculated total energy ... -27427.448 eV
LUMO energy ... 0.37 eV
Kohn-Sham gap ... 9.546 eV
M ... 127.234 g/mol
SMILES ... CNCO.SS

Structure (XYZ):
```
15
Properties=species:S:1:pos:R:3:forces:R:3
S -0.1916 2.6584 -1.5840 0.143 0.178 -0.016
S -1.7335 1.3201 -1.5115 -0.101 -0.222 0.058
H 0.6273 1.9934 -2.4157 -0.019 -0.023 -0.006
H -2.4501 1.7730 -2.5487 -0.020 0.075 -0.072
C 1.4526 -1.0589 -0.1007 -0.014 -0.113 -0.041
N 0.1500 -1.2106 0.5297 0.033 -0.101 -0.011
C -0.1924 -0.1235 1.4109 -0.219 0.035 0.173
O -1.5664 -0.1850 1.7411 0.042 -0.297 0.035
H 1.4282 -0.2181 -0.7921 -0.007 0.080 -0.005
H 1.6808 -1.9546 -0.6751 -0.016 -0.019 -0.036
H 2.2726 -0.9002 0.6088 0.045 0.058 0.053
H 0.1140 -2.0809 1.0474 0.026 -0.006 0.005
H 0.3643 -0.1400 2.3602 -0.072 0.048 -0.052
H 0.0257 0.8172 0.9024 0.141 0.075 -0.127
H -1.9814 -0.6902 1.0273 0.037 0.232 0.042
```
Forces are in eV/Å.

=====

(6)
2 unconnected molecules or ions with the total composition C2H9NP, computed with wB97M-V/def2-TZVPD.

Values from the calculation:
HOMO (alpha / beta) ... -13.7 / -12.8 eV
Energy relative to the best compared isomer or geometry (same formula, charge and spin) ... 214.9 kJ/mol
Strongest force on any atom ... 0.67 eV/A
Calculated total energy ... -12988.693 eV
LUMO energy (alpha / beta) ... -4.93 / -4.96 eV
Kohn-Sham gap (alpha / beta) ... 8.769 / 7.813 eV
M ... 78.075 g/mol
Charge ... +1

Structure (XYZ):
```
13
Properties=species:S:1:pos:R:3:forces:R:3
C -0.4453 1.3623 -0.8144 0.063 0.072 0.177
C -0.1717 -0.0763 -0.6284 -0.244 0.156 0.060
N 1.2551 -0.4539 -0.6655 0.188 -0.101 -0.001
P -0.4262 -1.3115 2.3722 0.427 0.078 -0.506
H 0.1485 1.9776 -0.1369 -0.011 0.077 0.024
H -1.4968 1.5694 -0.6326 -0.029 -0.013 0.018
H -0.2274 1.6860 -1.8409 0.018 -0.029 -0.027
H -0.8164 -0.8018 -1.0942 0.022 -0.306 0.079
H 1.6344 -0.5258 -1.6280 -0.145 0.039 0.350
H 1.8060 0.2584 -0.1647 -0.066 -0.333 -0.105
H 1.3866 -1.3602 -0.1957 0.089 0.242 -0.064
H -1.6248 -2.0284 2.3028 -0.250 -0.202 -0.124
H -1.0219 -0.2958 3.1264 -0.061 0.320 0.120
```
Forces are in eV/Å.

=====

(7)
2 unconnected molecules or ions with the total composition C2H9NPS in a non-equilibrium geometry, computed with wB97M-V/def2-TZVPD.

Values from the calculation:
HOMO ... -14.0 eV
Energy relative to the best compared isomer or geometry (same formula, charge and spin) ... 273.2 kJ/mol
Strongest force on any atom ... 4.76 eV/A
Calculated total energy ... -23824.234 eV
LUMO energy ... -3.90 eV
Kohn-Sham gap ... 10.121 eV
M ... 110.142 g/mol
Charge ... +1

Structure (XYZ):
```
14
Properties=species:S:1:pos:R:3:forces:R:3
C 0.2679 -0.8794 0.5851 -2.837 1.715 0.742
C 0.3717 0.5652 0.0864 2.320 1.583 1.871
N -1.0216 1.0991 0.2095 -0.433 -1.551 0.398
P 0.9431 0.7741 -1.7090 0.777 -1.748 -1.049
S -1.2694 -1.6722 -0.2648 0.652 0.371 1.972
H 1.1486 -1.4259 0.4958 1.308 -0.989 -0.258
H 0.0097 -0.6974 1.6493 0.032 -1.155 -0.358
H 1.0573 1.4520 1.0888 -1.664 -2.932 -3.355
H -1.2007 1.9459 -0.2538 -0.278 1.424 -1.421
H -1.1872 1.3106 1.1619 -0.195 0.285 1.567
H -1.7323 0.3395 -0.0124 0.712 0.903 -0.626
H 0.0432 -0.2942 -2.1601 0.310 1.037 0.232
H 2.0748 -0.2889 -1.9495 -1.424 1.642 1.127
H -0.6847 -2.4957 -1.0793 0.721 -0.583 -0.842
```
Forces are in eV/Å.

=====

(8)
3 unconnected molecules or ions with the total composition C2H9NS in a non-equilibrium geometry, computed with wB97M-V/def2-TZVPD.

Values from the calculation:
HOMO ... -9.0 eV
Energy relative to the best compared isomer or geometry (same formula, charge and spin) ... 193.3 kJ/mol
Strongest force on any atom ... 1.41 eV/A
Calculated total energy ... -14543.290 eV
LUMO energy ... 0.90 eV
Kohn-Sham gap ... 9.874 eV
M ... 79.168 g/mol
SMILES ... [H][H].C1CS1.N

Structure (XYZ):
```
13
Properties=species:S:1:pos:R:3:forces:R:3
N -1.5275 -1.1708 -1.3425 -0.512 -0.465 0.209
H -0.5849 -0.8181 -1.4408 0.089 -0.028 0.221
H -1.1766 2.2815 -1.0874 -0.049 -0.080 0.243
H -1.7258 -1.2958 -0.3491 0.233 0.425 -0.146
H -1.4910 -2.1346 -1.6587 0.043 0.045 -0.349
C 0.6825 -0.2132 1.3977 0.081 0.993 0.589
C 1.4937 0.5258 0.3933 0.300 0.917 0.424
S 1.5824 -1.2486 0.2347 -0.070 -0.256 0.095
H -1.2722 2.0432 -0.3840 0.023 0.096 -0.246
H -0.3452 0.1255 1.5247 -0.373 -1.080 -0.818
H 1.1199 -0.2963 2.3850 0.234 0.161 -0.022
H 1.0147 0.9713 -0.4584 -0.598 0.113 -0.043
H 2.2300 1.2302 0.7856 0.598 -0.840 -0.157
```
Forces are in eV/Å.

=====

> Among the records above, which one has the highest M?

C2H9NOS2

=====

> What is the calculated total energy in the fifth record?

-27427.448 eV